# 1
Entry from OMol25: a structure of composition C24H26BClMoN6O6S2 at a distorted geometry (wB97M-V/def2-TZVPD).

Last column: Löwdin spin population.
Geometry (Å):
Mo: 0.20560 0.10747 -0.16080  0.87
O: -1.15415 1.55728 -0.13886  0.03
C: -1.45196 2.43340 -1.07587  0.00
C: -1.86890 3.72406 -0.72024  0.00
C: -2.14977 4.65115 -1.69904  0.00
C: -2.06641 4.32976 -3.05812  0.00
C: -1.72918 3.04552 -3.41472  0.00
C: -1.42310 2.08793 -2.43788  0.00
C: -1.23147 0.71536 -2.83988  0.00
N: -0.85670 -0.26474 -2.10397  0.01
C: -0.83362 -1.58116 -2.75695  0.01
C: 0.59654 -2.04154 -2.96806  0.00
N: 1.21298 -2.03566 -1.66299  0.03
C: 2.47214 -2.10660 -1.53422  0.02
C: 3.10337 -2.06569 -0.22164  0.01
C: 4.46594 -2.35183 -0.11674  0.00
C: 5.09759 -2.40338 1.10967  0.01
C: 4.34028 -2.17682 2.25809  0.00
C: 2.99421 -1.87682 2.18306  0.00
C: 2.34812 -1.77671 0.94075  0.00
O: 1.06933 -1.44909 0.90034  0.03
H: -1.93130 3.97715 0.32833  0.00
H: -2.44157 5.65261 -1.40726  0.00
H: -2.27984 5.07461 -3.81162  0.00
H: -1.68748 2.76030 -4.46006  0.00
H: -1.49119 0.50074 -3.87885  0.00
H: -1.37305 -1.53315 -3.70611  0.00
H: -1.34766 -2.27581 -2.09154  0.00
H: 1.11279 -1.37344 -3.66825  0.00
H: 0.59118 -3.04887 -3.39658  0.00
H: 3.14044 -2.20538 -2.40069  0.00
H: 5.02449 -2.55127 -1.02556  0.00
H: 6.15399 -2.62312 1.17933  0.00
H: 4.81317 -2.23285 3.23146  0.00
H: 2.41041 -1.69832 3.07646  0.00
C: -0.69805 3.39602 2.84566  0.00
N: -1.56971 2.26919 3.13960  0.00
C: -2.93192 2.31466 3.28034  0.00
C: -3.32788 1.06193 3.62424  0.00
N: -2.22091 0.25941 3.67367  0.00
B: -2.26928 -1.22174 4.20758  0.00
N: -1.44538 -2.19563 3.30078  0.00
C: -0.83781 -3.30169 3.85248  0.00
C: -0.42998 -4.10794 2.84775  0.00
N: -0.80125 -3.48768 1.67624  0.00
C: -0.54564 -3.98276 0.33837  0.00
C: -1.41351 -2.32289 1.96520  0.00
S: -2.01144 -1.19539 0.80770  0.01
C: -1.15913 1.01129 3.38446  0.00
S: 0.48383 0.48620 3.12980  0.01
H: -1.18790 4.30700 3.18144  0.00
H: -0.48296 3.44005 1.78179  0.00
H: 0.24091 3.26088 3.37812  0.00
H: -3.49278 3.21845 3.12151  0.00
H: -4.30751 0.66713 3.82312  0.00
H: -1.76685 -1.26187 5.30523  0.00
H: -3.43409 -1.53950 4.20607  0.00
H: -0.73992 -3.40784 4.91781  0.00
H: 0.08770 -5.05019 2.85464  0.00
H: -0.16158 -4.99714 0.42083  0.00
H: 0.17941 -3.34086 -0.15958  0.00
H: -1.47520 -3.98944 -0.22917  0.00
O: 1.28354 3.66218 0.11409  0.30
Cl: 2.47245 2.99906 0.65406  0.36
O: 2.99780 3.57846 1.89317  0.32
O: 1.52540 0.70311 -0.99119  -0.06
O: 0.67211 1.03084 1.61782  0.02

Forces on atoms 1 to 6 (eV/Å):
Mo 0.68 0.23 1.24
O -0.01 0.38 -0.06
C -0.10 -0.24 0.05
C 0.03 0.05 -0.12
C -0.02 0.03 0.06
C 0.01 -0.05 -0.02

Properties
Spin multiplicity: 3
Orbital gap (alpha / beta): 0.2669 / 0.2391 Eh
Highest occupied orbital energy (alpha / beta): -7.58 / -7.81 eV
Molar mass: 700.85 g mol⁻¹
Relative energy (zero: lowest compared OMol25 entry of this formula, charge and spin): 5.52 kcal/mol
Expectation value of S²: 2.01
Net charge: 0

=====

# 2
Entry from OMol25: a cluster of 4 separate species, C24H26BFNO15S in total at a distorted geometry (wB97M-V/def2-TZVPD).

Last column: Löwdin charge in e.
Geometry (Å):
C: -0.40650 -4.81877 -1.30221  -0.04
C: 0.01603 -3.65689 -0.44232  -0.16
O: -0.99237 -2.59516 -0.44928  0.07
B: -1.19908 -1.91540 -1.56468  -0.75
O: -0.27595 -1.51174 -2.45978  0.21
S: -3.02435 -1.32029 -1.87268  1.29
F: -3.33741 -1.88567 -3.30711  -0.27
C: -4.02652 -2.20956 -0.69499  -0.21
C: -4.74916 -3.48769 -1.14659  -0.48
O: -5.78214 -3.73726 -0.59943  0.18
N: -4.09869 -4.29886 -2.11725  -0.17
C: -4.07557 -5.68950 -1.60338  -0.06
C: -4.87718 -4.22577 -3.39403  -0.04
H: -1.45099 -5.05199 -1.10784  0.06
H: 0.16917 -5.70032 -1.03126  0.10
H: -0.27143 -4.61913 -2.36390  0.09
H: 0.09181 -3.98104 0.59150  0.13
H: 0.98841 -3.25718 -0.71673  0.10
H: -0.50139 -1.62045 -3.39204  0.13
H: -3.38855 -2.42231 0.16409  0.12
H: -4.78799 -1.49980 -0.37915  0.10
H: -3.27545 -6.23144 -2.09913  0.09
H: -5.02805 -6.19393 -1.75347  0.09
H: -3.88768 -5.68956 -0.53223  0.10
H: -5.51946 -3.35051 -3.40072  0.09
H: -5.47312 -5.12136 -3.53740  0.09
H: -4.18251 -4.13172 -4.22388  0.08
C: -2.83213 2.55281 0.78215  0.06
C: -2.33836 3.74441 1.17366  -0.22
C: -2.66986 5.02214 0.42715  -0.30
O: -2.21724 6.05764 0.85747  0.14
C: -3.51639 4.92755 -0.75318  0.08
C: -3.99385 3.73701 -1.13284  -0.24
C: -3.68390 2.47637 -0.37324  -0.32
O: -4.18001 1.43405 -0.79278  0.03
O: -4.77459 3.56801 -2.19442  0.12
O: -1.55350 3.87439 2.21599  0.12
H: -2.60846 1.63749 1.31247  0.13
H: -3.73892 5.83955 -1.28848  0.14
H: -4.98836 2.61909 -2.23357  0.11
H: -1.26747 4.81140 2.30553  0.10
C: 3.80706 4.77115 3.36836  0.08
C: 2.47289 4.80462 3.25829  -0.23
C: 1.77783 5.66356 2.22994  -0.29
O: 0.55762 5.61957 2.18747  0.08
C: 2.57717 6.48735 1.35601  0.08
C: 3.91510 6.45877 1.46670  -0.23
C: 4.61580 5.58381 2.47892  -0.31
O: 5.82971 5.61164 2.48896  0.12
O: 4.72405 7.17810 0.71340  0.13
O: 1.66411 4.09023 4.02976  0.12
H: 4.31546 4.15855 4.09912  0.14
H: 2.06566 7.10905 0.63507  0.14
H: 5.63413 6.96712 1.00131  0.13
H: 0.75445 4.28820 3.74483  0.11
C: 6.50160 -1.81244 0.26027  0.08
C: 6.29120 -1.70065 1.58133  -0.23
C: 4.98277 -2.09895 2.21977  -0.31
O: 4.88381 -1.97903 3.42317  0.12
C: 3.91618 -2.59785 1.36377  0.08
C: 4.13380 -2.70380 0.04993  -0.23
C: 5.44698 -2.32702 -0.58479  -0.31
O: 5.53090 -2.48016 -1.78982  0.11
O: 3.22926 -3.14623 -0.82330  0.08
O: 7.19601 -1.24082 2.42639  0.13
H: 7.43505 -1.53171 -0.20612  0.14
H: 2.97875 -2.86780 1.82956  0.13
H: 3.67832 -3.11518 -1.69373  0.12
H: 6.79349 -1.26866 3.31542  0.13

Forces on atoms 1 to 6 (eV/Å):
C -0.24 0.09 0.01
C 0.62 -0.18 0.58
O -0.57 -0.06 -0.32
B 0.76 -0.43 -0.04
O -0.43 -0.60 -0.20
S 0.01 1.04 0.68

Properties
Spin multiplicity: 1
Orbital gap: 0.2454 Eh
Highest occupied orbital energy: -11.35 eV
Molar mass: 630.34 g mol⁻¹
Net charge: +1

=====

# 3
Entry from OMol25: a structure of composition C24H26Br2N8RuS2 at a distorted geometry (wB97M-V/def2-TZVPD).

Last column: Löwdin spin population.
Geometry (Å):
Ru: -0.04099 -1.50763 0.49286  3.35
C: 1.16202 3.08123 4.11016  0.00
C: 0.29144 2.07478 4.84463  0.00
N: 0.50633 0.70533 4.19191  0.03
C: -0.12351 -0.04037 3.29734  0.03
S: 0.28091 -1.67576 3.13819  0.13
N: -1.26808 0.43695 2.61096  0.02
N: -1.67350 -0.55226 1.64273  0.30
C: -2.86494 -1.05360 1.71559  0.22
C: -3.91585 -0.56250 2.65115  0.04
C: -3.10969 -2.16383 0.71973  0.10
C: -4.36311 -2.77434 0.56404  0.05
C: -4.43217 -3.83050 -0.30583  0.05
C: -3.33609 -4.25632 -1.05318  0.08
C: -2.17443 -3.53748 -0.86227  0.03
N: -2.03237 -2.53638 0.00839  0.17
H: 1.10444 4.06997 4.60993  0.00
H: 0.88972 3.20106 3.07454  0.00
H: 2.21836 2.73112 4.07653  0.00
H: -0.75849 2.34761 4.67274  0.00
H: 0.43172 1.97488 5.94615  0.00
H: 1.34279 0.25100 4.58782  0.00
H: -4.75816 -0.18487 2.10256  0.01
H: -3.47164 0.11655 3.38454  0.00
H: -4.24085 -1.40541 3.27667  0.01
H: -5.20685 -2.37662 1.14528  0.00
H: -5.39019 -4.36598 -0.37160  0.00
H: -3.43138 -5.07756 -1.72607  0.01
H: -1.28023 -3.82009 -1.42397  0.00
S: -1.28978 1.97073 1.83392  0.05
C: 0.15839 2.12273 0.83244  0.06
N: 0.19567 3.54542 0.73488  -0.17
N: 0.70024 4.02826 -0.40667  -0.20
C: 0.51802 3.40864 -1.70123  0.00
C: 1.40057 3.85070 -2.68262  -0.01
C: 1.22944 3.43189 -3.96074  0.00
C: 0.11047 2.66317 -4.30329  -0.02
C: -0.82606 2.29116 -3.32491  0.00
C: -0.59934 2.63805 -2.00560  -0.01
N: 1.10428 1.42664 0.28532  0.03
N: 1.16090 0.06802 0.18881  0.42
C: 2.10836 -0.35465 -0.88654  0.05
C: 1.94725 0.11960 -2.15838  0.03
C: 2.84576 -0.30377 -3.13961  0.00
C: 3.87308 -1.18134 -2.85195  0.03
C: 4.08779 -1.58092 -1.54319  0.00
C: 3.18350 -1.17618 -0.58787  0.04
H: 0.75371 5.03965 -0.39689  0.00
H: 2.30493 4.37264 -2.40853  0.00
H: 1.82682 3.78718 -4.78289  0.00
H: -0.06525 2.40307 -5.36244  0.00
H: -1.69342 1.73892 -3.64072  0.00
H: -1.20239 2.26343 -1.20049  0.00
H: 1.13832 0.81822 -2.42483  0.00
H: 2.66147 0.00324 -4.17026  0.00
H: 4.51863 -1.55231 -3.66355  0.00
H: 4.93984 -2.24139 -1.28549  0.00
H: 3.16262 -1.58297 0.42963  0.00
Br: 0.97369 -4.11397 0.28890  0.08
C: 2.03470 -4.36741 -1.31614  0.01
Br: 1.18077 -3.54244 -2.84697  0.01
H: 2.21323 -5.42849 -1.47391  0.00
H: 2.98860 -3.83449 -1.18970  0.00

Forces on atoms 1 to 6 (eV/Å):
Ru -1.43 -1.45 0.59
C 1.17 0.25 0.95
C -1.00 -0.76 -1.37
N 0.90 0.68 1.27
C -0.92 0.43 0.55
S 0.69 -0.15 -0.28

Properties
Spin multiplicity: 6
Orbital gap (alpha / beta): 0.1064 / 0.2117 Eh
Highest occupied orbital energy (alpha / beta): -7.34 / -10.49 eV
Molar mass: 751.54 g mol⁻¹
Relative energy (zero: lowest compared OMol25 entry of this formula, charge and spin): 96.40 kcal/mol
Expectation value of S²: 9.21
Net charge: +1

=====

# 4
Entry from OMol25: a structure of composition C24H26Br2N8RuS2 at a distorted geometry (wB97M-V/def2-TZVPD).

Last column: Löwdin spin population.
Geometry (Å):
Ru: 0.38730 0.92770 1.05021  2.29
C: 4.70790 4.16992 1.71645  0.00
C: 4.30755 3.97651 3.21536  0.00
N: 2.96207 3.37649 3.42934  0.00
C: 2.38204 2.34368 2.78479  0.01
S: 0.64525 2.14164 3.01944  0.15
N: 3.15047 1.55567 2.04348  0.00
N: 2.40490 0.61520 1.38959  0.00
C: 3.03380 -0.32836 0.76347  0.07
C: 4.48301 -0.47730 0.59773  0.01
C: 2.13484 -1.29116 0.07346  0.02
C: 2.56847 -2.53210 -0.38607  0.01
C: 1.59009 -3.30444 -1.03018  0.01
C: 0.27425 -2.86166 -1.13682  0.01
C: -0.09977 -1.64113 -0.60739  0.02
N: 0.81517 -0.90916 0.03398  0.04
H: 5.51540 4.86183 1.55526  0.00
H: 3.84379 4.50800 1.15340  0.00
H: 4.91597 3.15667 1.28375  0.00
H: 4.20290 4.88008 3.76462  0.00
H: 5.08479 3.33359 3.69411  0.00
H: 2.26034 3.99524 3.86552  0.00
H: 4.94543 0.50173 0.78992  0.00
H: 4.67504 -0.86597 -0.39035  0.00
H: 4.82597 -1.17086 1.36975  0.00
H: 3.59244 -2.89148 -0.37127  0.00
H: 1.88875 -4.21204 -1.57099  0.00
H: -0.46408 -3.49658 -1.67286  0.00
H: -1.11193 -1.27804 -0.55849  0.00
S: -0.11896 2.61237 -0.67513  0.38
C: -1.82430 2.37459 -0.45456  0.26
N: -2.65240 3.09076 -1.39499  0.55
N: -3.60503 2.33537 -1.95738  0.32
C: -3.60057 0.93841 -2.17632  0.02
C: -4.82642 0.31209 -2.13901  0.03
C: -4.89095 -1.05779 -2.20830  0.00
C: -3.74382 -1.80322 -2.50185  0.03
C: -2.53654 -1.14126 -2.68764  0.00
C: -2.44634 0.24670 -2.54458  0.04
N: -2.45396 1.54953 0.36227  0.13
N: -1.72116 0.78229 1.06127  0.41
C: -2.43197 -0.31406 1.72565  0.01
C: -1.69872 -1.03323 2.66483  0.06
C: -2.23058 -2.18068 3.20769  0.00
C: -3.53879 -2.57570 2.91065  0.06
C: -4.21888 -1.85658 1.90038  -0.01
C: -3.64151 -0.74353 1.27322  0.04
H: -4.34796 2.83523 -2.42678  0.00
H: -5.75289 0.86239 -1.87742  0.00
H: -5.80982 -1.57071 -2.07465  0.00
H: -3.76983 -2.87596 -2.56877  0.00
H: -1.63285 -1.68019 -3.00158  0.00
H: -1.54709 0.78898 -2.76481  0.00
H: -0.71812 -0.59613 3.00378  0.01
H: -1.74873 -2.79656 3.97465  0.00
H: -4.02957 -3.35293 3.48145  0.00
H: -5.15879 -2.24167 1.54602  0.00
H: -4.18154 -0.20271 0.48073  0.00
Br: 2.59117 -0.46270 -3.46392  0.00
C: 2.31495 -1.66889 -4.90990  0.00
Br: 0.49980 -2.01613 -5.18538  0.00
H: 2.85727 -2.59077 -4.69507  0.00
H: 2.69275 -1.05097 -5.75375  0.00

Forces on atoms 1 to 6 (eV/Å):
Ru 0.78 -0.28 0.57
C -1.16 -1.59 0.36
C 0.39 -1.52 -0.76
N -1.14 0.39 -0.07
C 1.47 0.14 -0.29
S -0.24 -0.21 -0.51

Properties
Spin multiplicity: 6
Orbital gap (alpha / beta): 0.2317 / 0.2368 Eh
Highest occupied orbital energy (alpha / beta): -9.80 / -11.31 eV
Molar mass: 751.54 g mol⁻¹
Relative energy (zero: lowest compared OMol25 entry of this formula, charge and spin): 3.15 kcal/mol
Expectation value of S²: 8.80
Net charge: +1